42
Properties=species:S:1:pos:R:3:mulliken_charge:R:1 method="wB97M-V/def2-TZVPD" orbital_gap_ev=5.72 e_lumo_ev=-10.81 energy_ev=-57988.6670 largest_force_ev_per_a=0.732 de_lowest_kcal_mol=0.0 charge=+2 homo_energy_ev=-16.54
Mo -0.268 0.212 -0.613 -0.140
N -0.980 2.073 0.692 0.096
N -1.845 2.860 -0.076 -0.323
C -2.035 2.541 -1.377 0.443
O -2.600 3.044 -2.261 -0.357
O -1.368 1.251 -1.541 -0.340
H -1.449 1.733 1.535 0.506
H -0.157 2.627 0.929 0.406
H -2.192 3.741 0.281 0.240
N -2.625 -2.452 -0.600 -0.040
C -2.459 -1.716 0.521 0.338
N -3.064 -1.905 1.660 -0.423
N -2.559 -0.954 2.478 -0.627
N -1.694 -0.223 1.907 -0.322
N -1.587 -0.674 0.582 0.933
C -1.904 -2.193 -1.717 0.280
N -2.086 -2.690 -2.892 -0.377
N -1.160 -2.061 -3.686 -0.425
N -0.431 -1.252 -3.052 -0.075
N -0.854 -1.298 -1.707 0.652
H -3.351 -3.161 -0.630 0.277
C 1.413 -1.843 2.609 -0.481
C 1.869 -0.487 3.172 -0.710
C 1.452 0.556 2.137 -0.587
O 0.947 -0.248 0.966 0.877
C 1.474 -1.651 1.121 -0.539
H 0.395 -2.069 2.922 0.243
H 2.060 -2.663 2.918 0.483
H 2.948 -0.461 3.309 0.330
H 1.396 -0.284 4.130 0.332
H 2.273 1.156 1.756 0.393
H 0.624 1.177 2.458 0.274
H 2.484 -1.623 0.713 0.367
H 0.849 -2.308 0.521 0.296
F 0.811 1.862 -3.602 -0.160
C 2.087 1.777 -3.299 0.659
F 2.710 0.931 -4.067 -0.148
F 2.654 2.951 -3.269 -0.147
S 2.182 1.084 -1.541 1.210
O 3.479 1.100 -1.004 -0.467
O 1.467 -0.270 -1.631 -0.470
O 1.094 1.809 -0.749 -0.480

128
Properties=species:S:1:pos:R:3:mulliken_charge:R:1 method="wB97M-V/def2-TZVPD" orbital_gap_ev=7.85 e_lumo_ev=-1.04 energy_ev=-102400.7186 largest_force_ev_per_a=3.178 homo_energy_ev=-8.89
C 0.441 4.182 -0.548 -0.920
C -0.432 3.373 0.540 -0.407
B -2.014 3.364 0.153 0.762
O -2.573 4.650 -0.079 -0.670
C -2.883 2.014 0.080 0.019
C -4.158 1.908 -0.661 0.126
C -4.777 3.115 -1.443 -0.927
C -5.918 3.730 -0.496 0.263
C -7.167 4.269 -1.285 -1.328
O -5.377 4.677 0.433 -0.456
C -4.994 0.622 -0.693 -0.594
C -4.589 -0.572 0.011 -0.988
C -3.295 -0.504 0.775 0.535
N -2.825 -1.561 1.505 -0.659
S -1.382 -1.040 2.163 0.091
N -1.350 0.536 1.590 -0.602
C -2.455 0.765 0.807 0.679
H -0.234 4.431 -1.424 0.236
H 1.270 3.540 -0.944 0.267
H 0.882 5.128 -0.129 0.286
H 0.008 2.346 0.597 0.118
H -0.371 3.932 1.525 0.344
H -1.912 5.306 0.208 0.281
H -5.260 2.686 -2.374 0.477
H -4.028 3.872 -1.784 0.376
H -6.286 2.852 0.119 0.181
H -6.905 5.076 -2.029 0.360
H -7.842 4.773 -0.525 0.314
H -7.796 3.468 -1.760 0.358
H -5.394 5.524 -0.053 0.349
H -5.968 0.586 -1.252 0.363
H -5.244 -1.472 -0.015 0.734
F 3.688 -4.037 -1.945 -0.390
C 2.835 -3.128 -1.433 0.259
C 1.872 -3.538 -0.529 -0.730
C 0.995 -2.600 0.003 -0.120
C 1.087 -1.267 -0.385 0.438
C 2.057 -0.871 -1.298 -0.631
C 2.940 -1.806 -1.822 -0.257
H 1.812 -4.581 -0.246 0.410
H 0.242 -2.908 0.718 0.188
H 0.401 -0.536 0.027 -0.006
H 2.125 0.167 -1.603 0.400
H 3.708 -1.514 -2.529 0.428
F -6.369 -3.706 -3.420 -0.309
C -5.682 -4.418 -2.508 0.403
C -4.698 -3.794 -1.761 -0.624
C -3.991 -4.527 -0.816 -0.378
C -4.271 -5.878 -0.636 -0.537
C -5.259 -6.494 -1.396 -0.567
C -5.973 -5.759 -2.334 -0.259
H -4.489 -2.743 -1.922 0.636
H -3.224 -4.046 -0.221 0.362
H -3.716 -6.450 0.099 0.374
H -5.473 -7.547 -1.259 0.390
H -6.750 -6.220 -2.928 0.571
F 9.107 -4.238 1.074 -0.320
C 8.541 -3.909 -0.102 0.372
C 7.162 -3.930 -0.220 -0.609
C 6.577 -3.586 -1.432 0.068
C 7.380 -3.237 -2.514 -0.804
C 8.763 -3.225 -2.384 -0.176
C 9.348 -3.558 -1.169 -0.594
H 6.556 -4.212 0.632 0.433
H 5.501 -3.591 -1.535 0.474
H 6.923 -2.973 -3.462 0.389
H 9.386 -2.958 -3.227 0.368
H 10.425 -3.546 -1.046 0.424
F -7.916 -7.746 -3.416 -0.302
C -8.848 -7.767 -4.388 0.495
C -9.465 -6.587 -4.761 -0.395
C -10.423 -6.609 -5.766 -0.389
C -10.758 -7.811 -6.379 -0.492
C -10.134 -8.991 -5.991 -0.374
C -9.168 -8.969 -4.993 -0.482
H -9.196 -5.661 -4.266 0.412
H -10.907 -5.690 -6.072 0.353
H -11.509 -7.828 -7.161 0.358
H -10.399 -9.928 -6.466 0.357
H -8.664 -9.876 -4.684 0.401
F 10.341 -0.879 -3.032 -0.311
C 11.642 -0.782 -3.357 0.392
C 12.583 -0.636 -2.353 -0.494
C 13.928 -0.541 -2.688 -0.173
C 14.314 -0.583 -4.025 -0.769
C 13.358 -0.726 -5.024 -0.344
C 12.014 -0.832 -4.689 -0.458
H 12.261 -0.596 -1.319 0.446
H 14.676 -0.433 -1.909 0.566
H 15.363 -0.505 -4.286 0.398
H 13.660 -0.755 -6.064 0.372
H 11.256 -0.952 -5.453 0.419
F -9.421 6.168 2.493 -0.343
C -8.770 5.217 3.186 0.330
C -7.433 4.978 2.918 -0.343
C -6.759 3.999 3.637 -0.359
C -7.432 3.263 4.606 -0.641
C -8.778 3.510 4.863 -0.394
C -9.450 4.496 4.152 -0.467
H -6.928 5.554 2.155 0.516
H -5.710 3.809 3.440 0.497
H -6.906 2.496 5.164 0.434
H -9.302 2.933 5.616 0.385
H -10.495 4.708 4.344 0.414
F -6.184 4.581 9.879 -0.310
C -6.446 5.578 9.016 0.245
C -6.218 6.887 9.403 -0.444
C -6.484 7.916 8.509 -0.329
C -6.983 7.626 7.243 -0.646
C -7.213 6.307 6.868 0.239
C -6.937 5.276 7.759 -0.385
H -5.836 7.094 10.395 0.407
H -6.302 8.944 8.798 0.360
H -7.194 8.431 6.549 0.378
H -7.606 6.081 5.884 0.112
H -7.101 4.242 7.482 0.361
F 16.105 -0.154 -0.784 -0.382
C 16.018 0.638 0.303 0.378
C 15.831 0.063 1.547 -0.442
C 15.746 0.880 2.667 -0.367
C 15.840 2.260 2.529 -0.472
C 16.023 2.825 1.272 -0.352
C 16.118 2.009 0.152 -0.309
H 15.752 -1.013 1.633 0.412
H 15.607 0.441 3.648 0.356
H 15.769 2.897 3.403 0.366
H 16.091 3.901 1.164 0.356
H 16.270 2.431 -0.834 0.413

96
Properties=species:S:1:pos:R:3:mulliken_charge:R:1 method="wB97M-V/def2-TZVPD" orbital_gap_ev=7.34 e_lumo_ev=-3.87 energy_ev=-166903.6204 largest_force_ev_per_a=3.890 charge=+1 homo_energy_ev=-11.20
C -1.827 4.516 1.332 -0.756
C -1.556 3.180 2.144 0.437
F -0.154 3.159 2.444 -0.314
C -1.816 1.882 1.269 -0.963
N -0.770 1.787 0.213 0.336
C -0.889 2.457 -0.972 -0.656
N 0.198 2.209 -1.788 0.264
C 0.330 2.806 -3.110 0.557
F 0.115 1.900 -4.102 -0.140
F -0.618 3.802 -3.194 -0.224
F 1.543 3.416 -3.199 -0.211
C 1.032 1.322 -1.066 -0.414
Br 2.698 0.576 -1.697 -0.038
C 0.440 1.041 0.249 0.762
N 0.895 0.207 1.304 -0.434
C 2.100 0.449 1.596 0.336
S 3.432 0.864 2.362 -0.111
H -2.714 4.426 0.655 -0.069
H -1.892 5.355 2.075 0.354
H -0.937 4.726 0.663 0.323
H -2.139 3.171 3.109 0.368
H -2.842 1.878 0.825 0.432
H -1.625 1.005 1.955 0.376
H -1.782 3.109 -1.123 0.816
C 8.173 0.085 3.667 -0.486
C 8.690 -0.546 4.720 -0.226
C 8.192 -0.288 6.090 0.481
O 8.665 -0.862 7.050 -0.578
C 7.097 0.697 6.245 -0.413
C 6.581 1.327 5.192 -0.320
C 7.079 1.069 3.822 0.381
O 6.606 1.643 2.859 -0.581
H 8.525 -0.090 2.658 0.416
H 9.491 -1.269 4.625 0.458
H 6.745 0.872 7.254 0.434
H 5.780 2.051 5.287 0.427
C -6.204 4.344 -0.636 -0.393
C -7.377 4.893 -0.323 -0.393
C -7.515 6.357 -0.145 0.317
O -8.580 6.859 0.141 -0.520
C -6.300 7.185 -0.331 -0.365
C -5.129 6.633 -0.644 -0.402
C -4.994 5.171 -0.820 0.441
O -3.919 4.665 -1.109 -0.589
H -6.086 3.276 -0.768 0.472
H -8.272 4.301 -0.185 0.504
H -6.419 8.253 -0.199 0.425
H -4.231 7.222 -0.783 0.445
C -1.347 -2.532 -7.000 -0.373
C -0.532 -2.021 -7.921 -0.439
C 0.264 -0.802 -7.651 0.194
O 1.006 -0.333 -8.488 -0.525
C 0.120 -0.175 -6.316 -0.109
C -0.695 -0.687 -5.396 -0.260
C -1.490 -1.905 -5.668 0.360
O -2.233 -2.372 -4.825 -0.606
H -1.937 -3.422 -7.180 0.451
H -0.414 -2.467 -8.901 0.430
H 0.710 0.714 -6.136 0.455
H -0.813 -0.243 -4.417 0.428
C -0.368 -7.259 -1.589 -0.386
C -0.227 -7.303 -2.913 -0.370
C -0.415 -6.093 -3.745 0.351
O -0.290 -6.130 -4.952 -0.539
C -0.764 -4.833 -3.049 0.037
C -0.905 -4.790 -1.726 -0.463
C -0.717 -6.000 -0.893 0.363
O -0.843 -5.959 0.314 -0.548
H -0.235 -8.134 -0.965 0.412
H 0.028 -8.215 -3.438 0.417
H -0.898 -3.959 -3.672 0.253
H -1.160 -3.878 -1.201 0.471
C 8.959 -6.318 9.033 -0.396
C 9.072 -6.342 7.707 -0.381
C 8.884 -5.116 6.898 0.398
O 8.984 -5.137 5.687 -0.561
C 8.567 -3.864 7.620 -0.111
C 8.455 -3.839 8.946 -0.336
C 8.643 -5.064 9.756 0.339
O 8.542 -5.042 10.965 -0.537
H 9.093 -7.204 9.641 0.410
H 9.304 -7.249 7.162 0.413
H 8.434 -2.978 7.013 0.332
H 8.223 -2.931 9.489 0.441
C -8.343 0.348 -3.020 -0.440
C -8.296 0.007 -4.307 -0.430
C -8.186 1.032 -5.370 0.305
O -8.145 0.723 -6.542 -0.529
C -8.128 2.451 -4.947 -0.434
C -8.175 2.791 -3.660 -0.146
C -8.285 1.765 -2.598 0.494
O -8.325 2.076 -1.422 -0.529
H -8.424 -0.387 -2.230 0.430
H -8.337 -1.025 -4.633 0.419
H -8.048 3.187 -5.737 0.423
H -8.135 3.823 -3.333 0.451